Record 1
This record from the Open Molecules 2025 dataset describes one molecule with the formula C15H19N3O2 in a non-equilibrium geometry. The level of theory is ωB97M-V/def2-TZVPD.

Summary:
- Structure (SMILES): COc1ccc(-c2nnc3n2CCCCC3)cc1OC
- ΔE to the lowest compared entry with this formula, charge and spin: 57.05 kcal/mol
- Gap between HOMO and LUMO: 8.736 eV
- HOMO energy: -8.1 eV
- E_tot: -24427.73844 eV

Each line ends with the natural charge from an NBO analysis.
Cartesian coordinates (Å):
C  -3.718  -3.427  -1.639  -0.251
H  -4.682  -3.641  -2.099  0.201
O  -3.711  -2.040  -1.415  -0.521
C  -2.626  -1.475  -0.792  0.291
C  -1.495  -2.201  -0.438  -0.293
C  -0.402  -1.602  0.161  -0.209
C  -0.419  -0.239  0.426  -0.096
C  -1.555  0.490  0.102  -0.196
C  -2.661  -0.096  -0.502  0.247
O  -3.671  0.776  -0.771  -0.493
C  -4.954  0.327  -1.147  -0.240
H  -5.573  1.224  -1.160  0.189
H  -5.361  -0.383  -0.424  0.179
H  -4.951  -0.128  -2.139  0.184
H  -1.599  1.544  0.325  0.241
C  0.704  0.430  1.066  0.310
N  0.623  1.246  2.084  -0.281
N  1.863  1.647  2.405  -0.291
C  2.697  1.080  1.581  0.333
N  2.019  0.279  0.706  -0.367
C  2.613  -0.345  -0.440  -0.218
H  1.894  -1.035  -0.886  0.231
C  3.033  0.707  -1.476  -0.402
C  3.710  1.932  -0.851  -0.407
C  4.768  1.567  0.193  -0.400
H  5.358  0.728  -0.181  0.197
H  5.450  2.411  0.306  0.219
C  4.175  1.231  1.580  -0.456
H  4.402  2.020  2.296  0.247
H  4.618  0.306  1.961  0.220
H  2.960  2.577  -0.387  0.212
H  4.176  2.506  -1.654  0.217
H  3.713  0.230  -2.184  0.206
H  2.151  1.039  -2.030  0.213
H  3.486  -0.915  -0.105  0.202
H  0.441  -2.212  0.450  0.212
H  -1.456  -3.261  -0.632  0.218
H  -2.918  -3.732  -2.322  0.176
H  -3.633  -3.989  -0.703  0.178

***

Record 2
This record from the Open Molecules 2025 dataset describes one molecule with the formula C15H19N3O3S in a non-equilibrium geometry. The level of theory is ωB97M-V/def2-TZVPD.

Summary:
- Structure (SMILES): [H]/N=c1\sccn1CC(=O)N(C)Cc1ccc(OC)c(OC)c1
- ΔE to the lowest compared entry with this formula, charge and spin: 69.53 kcal/mol
- Gap between HOMO and LUMO: 8.298 eV
- HOMO energy: -7.6 eV
- E_tot: -37310.54391 eV

Each line ends with the natural charge from an NBO analysis.
Cartesian coordinates (Å):
C  3.634  3.675  0.113  -0.250
H  4.560  4.221  -0.063  0.200
H  2.911  3.928  -0.670  0.175
H  3.227  3.960  1.088  0.175
O  3.985  2.314  0.075  -0.482
C  3.004  1.391  0.274  0.253
C  1.669  1.677  0.504  -0.241
C  0.751  0.656  0.696  -0.229
C  1.152  -0.666  0.658  -0.049
C  2.491  -0.965  0.422  -0.295
C  3.423  0.042  0.237  0.273
O  4.751  -0.153  0.007  -0.481
C  5.239  -1.469  -0.026  -0.250
H  6.310  -1.381  -0.204  0.202
H  4.786  -2.049  -0.838  0.172
H  5.073  -1.986  0.925  0.175
H  2.797  -1.999  0.396  0.214
C  0.135  -1.763  0.839  -0.240
N  -0.933  -1.647  -0.142  -0.429
C  -2.143  -1.211  0.262  0.678
O  -2.448  -1.078  1.431  -0.629
C  -3.151  -0.913  -0.858  -0.324
N  -4.249  -0.148  -0.336  -0.416
C  -4.282  1.205  -0.511  0.318
N  -3.455  1.811  -1.248  -0.782
H  -3.580  2.810  -1.325  0.360
S  -5.665  1.855  0.425  0.283
C  -6.034  0.257  1.023  -0.449
C  -5.188  -0.652  0.530  0.008
H  -5.181  -1.704  0.746  0.226
H  -6.852  0.118  1.698  0.242
H  -2.690  -0.302  -1.637  0.269
H  -3.521  -1.852  -1.282  0.221
C  -0.544  -1.758  -1.528  -0.415
H  -1.289  -2.315  -2.097  0.204
H  0.400  -2.296  -1.577  0.216
H  -0.401  -0.777  -1.990  0.208
H  0.604  -2.748  0.745  0.194
H  -0.338  -1.686  1.822  0.257
H  -0.285  0.899  0.878  0.223
H  1.327  2.698  0.538  0.216

***

Record 3
This record from the Open Molecules 2025 dataset describes C15H19N3O3Tc as an isolated structure in a non-equilibrium geometry. The level of theory is ωB97M-V/def2-TZVPD.

Summary:
- Expectation value of S²: 3.775
- Spin multiplicity: 4
- ΔE to the lowest compared entry with this formula, charge and spin: 35.47 kcal/mol
- Gap between HOMO and LUMO (alpha / beta): 5.858 / 3.547 eV
- HOMO energy (alpha / beta): -22.3 / -22.2 eV
- E_tot: -28622.55917 eV
- Total charge: +4

Each line ends with the natural charge from an NBO analysis.
Cartesian coordinates (Å):
N  0.082  3.346  0.301  -0.617
C  0.233  4.484  0.438  0.502
C  0.347  5.916  0.628  -0.762
H  -0.665  6.372  0.609  0.312
H  0.977  6.323  -0.186  0.308
H  0.854  6.073  1.596  0.304
N  3.172  -1.632  -0.494  -0.542
C  4.020  -2.360  -0.856  0.733
C  5.162  -3.277  -0.590  -0.744
H  6.049  -3.041  -1.191  0.342
H  4.854  -4.312  -0.804  0.336
H  5.374  -3.144  0.485  0.329
N  -2.926  -2.324  -0.010  -0.534
C  -4.022  -2.473  0.342  0.456
C  -5.420  -2.641  0.711  -0.754
H  -5.486  -3.354  1.545  0.304
H  -5.975  -3.040  -0.154  0.311
H  -5.827  -1.664  1.000  0.286
Tc  1.512  -0.571  -0.096  0.760
C  0.379  -1.771  0.879  0.599
O  -0.276  -2.537  1.486  -0.233
C  1.800  0.816  1.200  0.585
O  2.041  1.663  1.989  -0.215
C  0.947  1.160  -2.011  -0.122
C  -0.349  1.135  -1.529  -0.103
C  -1.069  -0.049  -1.444  -0.064
C  -0.515  -1.225  -1.903  -0.056
C  0.863  -1.282  -2.179  -0.273
C  1.595  -0.062  -2.280  -0.248
H  1.453  2.114  -2.143  0.319
H  -0.870  2.057  -1.323  0.308
H  -2.114  -0.016  -1.150  0.290
H  -1.161  -2.093  -2.023  0.329
H  1.340  -2.216  -2.489  0.317
H  2.595  -0.095  -2.726  0.325
C  -1.408  0.371  2.670  -0.327
O  -1.561  0.859  1.348  -0.235
H  -1.840  1.082  3.400  0.282
H  -0.327  0.240  2.889  0.296
H  -1.924  -0.610  2.728  0.335
H  -1.915  1.776  1.340  0.559

***

Record 4
This record from the Open Molecules 2025 dataset describes one molecule with the formula C15H19N3O4 in a non-equilibrium geometry. The level of theory is ωB97M-V/def2-TZVPD.

Summary:
- Structure (SMILES): C[C@@H](O)[C@H](NC(=O)[C@@H](N)Cc1c[nH]c2ccccc12)C(=O)O
- ΔE to the lowest compared entry with this formula, charge and spin: 2.13 kcal/mol
- Gap between HOMO and LUMO: 8.577 eV
- HOMO energy: -8.0 eV
- E_tot: -28524.94158 eV

Each line ends with the natural charge from an NBO analysis.
Cartesian coordinates (Å):
C  -0.012  2.232  -0.252  -0.118
C  -0.944  1.309  0.571  0.696
C  0.515  1.399  -1.428  -0.415
C  1.301  0.166  -1.012  -0.125
C  0.833  -1.141  -0.941  -0.008
C  2.640  0.110  -0.479  -0.110
C  2.924  -1.222  -0.156  0.126
C  3.672  1.082  -0.369  -0.197
C  4.207  -1.598  0.295  -0.220
C  4.917  0.698  0.105  -0.236
C  5.208  -0.668  0.390  -0.219
C  -2.869  -0.182  0.645  -0.203
C  -2.141  -1.500  0.679  0.792
C  -4.184  -0.301  -0.137  0.090
C  -4.972  0.993  -0.066  -0.624
H  1.654  1.939  0.949  0.382
H  0.677  3.163  1.431  0.370
H  -0.597  3.088  -0.646  0.210
H  1.161  2.046  -2.068  0.235
H  -0.409  1.143  -2.019  0.211
H  -0.160  -1.445  -1.248  0.224
H  1.643  -2.954  -0.219  0.423
H  3.483  2.130  -0.577  0.226
H  4.378  -2.627  0.419  0.206
H  5.662  1.472  0.181  0.212
H  6.201  -0.991  0.727  0.217
H  -2.287  1.106  -0.965  0.424
H  -3.049  0.178  1.658  0.234
H  -4.821  -1.044  0.307  0.186
H  -3.612  -1.548  -1.488  0.501
H  -5.980  0.996  -0.526  0.234
H  -4.367  1.846  -0.465  0.207
H  -5.148  1.246  1.007  0.212
H  -1.066  -0.618  1.924  0.516
N  1.061  2.734  0.566  -0.831
N  1.790  -1.966  -0.405  -0.517
N  -2.085  0.849  0.020  -0.612
O  -0.698  1.019  1.721  -0.670
O  -2.342  -2.411  -0.125  -0.622
O  -3.948  -0.620  -1.526  -0.738
O  -1.174  -1.573  1.591  -0.669

***

Record 5
This record from the Open Molecules 2025 dataset describes C15H19N5O2PbS as an isolated structure in a non-equilibrium geometry. The level of theory is ωB97M-V/def2-TZVPD.

Summary:
- Gap between HOMO and LUMO (alpha / beta): 3.363 / 3.359 eV
- HOMO energy (alpha / beta): -21.9 / -21.9 eV
- E_tot: -43444.99792 eV
- Total charge: +4

Each line ends with the natural charge from an NBO analysis.
Cartesian coordinates (Å):
N  0.070  2.641  -0.305  -0.573
C  0.154  3.791  -0.206  0.514
C  0.248  5.234  -0.155  -0.762
H  -0.761  5.671  -0.211  0.311
H  0.849  5.587  -1.008  0.312
H  0.730  5.541  0.785  0.300
N  2.235  -1.456  -0.730  -0.586
C  3.208  -2.091  -0.803  0.538
C  4.407  -2.871  -0.952  -0.766
H  5.048  -2.407  -1.714  0.312
H  4.142  -3.888  -1.271  0.312
H  4.945  -2.914  0.004  0.308
N  -2.386  -1.130  -0.304  -0.576
C  -3.409  -1.672  -0.205  0.517
C  -4.690  -2.339  -0.156  -0.764
H  -4.653  -3.154  0.581  0.303
H  -4.919  -2.754  -1.150  0.313
H  -5.470  -1.619  0.130  0.309
Pb  -0.006  0.003  -1.060  1.285
C  -0.001  -1.847  1.266  0.589
O  0.073  -2.797  1.899  -0.378
C  1.690  0.748  1.265  0.588
O  2.585  1.071  1.900  -0.378
C  0.490  1.360  -3.374  -0.159
C  -0.906  1.424  -3.234  -0.239
C  -1.670  0.245  -3.234  -0.218
C  -1.041  -1.003  -3.374  -0.222
C  0.361  -1.075  -3.510  -0.231
C  1.129  0.109  -3.511  -0.253
H  1.087  2.273  -3.351  0.267
H  -1.393  2.389  -3.101  0.279
H  -2.750  0.295  -3.100  0.280
H  -1.631  -1.921  -3.352  0.281
H  0.857  -2.046  -3.583  0.284
H  2.217  0.053  -3.585  0.283
N  -0.638  -0.948  4.498  -0.612
C  -0.258  0.166  3.837  0.179
N  0.606  0.972  4.500  -0.612
S  -0.839  0.541  2.284  0.822
H  -0.469  -1.016  5.498  0.471
H  -1.395  -1.500  4.121  0.452
H  0.797  1.888  4.114  0.451
H  0.737  0.848  5.491  0.468